Entry 1:
{
  "formula": "C5H4ClO2",
  "method": "ωB97M-V/def2-TZVPD",
  "species": ["O", "C", "O", "C", "C", "C", "C", "Cl", "H", "H", "H", "H"],
  "xyz": [[-1.6852, -2.8392, 1.7215], [-0.5798, -2.7031, 1.1868], [0.5212, -3.1716, 1.3872], [-0.8198, -1.6960, 0.0317], [0.0618, -0.6697, 0.1288], [-0.1225, 0.6618, -0.4729], [0.7054, 1.6713, -0.4126], [0.5089, 3.1818, -1.2450], [-1.7733, -1.6379, -0.4813], [1.0600, -0.8777, 0.6486], [-0.9471, 0.9975, -1.0031], [1.7527, 1.6963, 0.0196]],
  "nbo_charge": [-0.754, 0.745, -0.748, -0.229, -0.295, -0.221, -0.239, -0.073, 0.192, 0.225, 0.200, 0.197],
  "multiplicity": 1,
  "e_lumo_ev": 3.058,
  "total_charge": -1,
  "smiles": "O=C([O-])/C=C/C=C/Cl",
  "homo_ha": -0.156
}

***

Entry 2:
{
  "formula": "C5H4F4O3",
  "method": "ωB97M-V/def2-TZVPD",
  "species": ["C", "C", "C", "F", "F", "O", "C", "O", "O", "C", "F", "F", "H", "H", "H", "H"],
  "xyz": [[-1.4983, -0.4035, -0.5869], [-0.1255, 0.1521, -0.0855], [-0.4477, 1.4003, 0.7890], [-1.4057, 2.0994, 0.1716], [0.5211, 2.2778, 1.0620], [0.7608, 0.5131, -1.1265], [1.8974, -0.2190, -1.1198], [2.6834, -0.1744, -2.0141], [1.9598, -1.0187, 0.0247], [0.7900, -0.9656, 0.6850], [0.2836, -2.2348, 0.5282], [0.7986, -0.8010, 1.9685], [-1.8337, 0.1997, -1.3224], [-2.1501, -0.4356, 0.2418], [-1.3273, -1.3170, -0.9373], [-0.9065, 0.9272, 1.7217]],
  "nbo_charge": [-0.594, 0.131, 0.557, -0.332, -0.313, -0.476, 0.980, -0.522, -0.483, 0.881, -0.345, -0.291, 0.233, 0.221, 0.224, 0.130],
  "multiplicity": 1,
  "e_lumo_ev": 0.624,
  "smiles": "C[C@]1(C(F)F)OC(=O)OC1(F)F",
  "homo_ha": -0.434
}

***

Entry 3:
{
  "formula": "C5H4F5NO",
  "method": "ωB97M-V/def2-TZVPD",
  "species": ["C", "C", "C", "C", "C", "N", "O", "F", "F", "F", "F", "F", "H", "H", "H", "H"],
  "xyz": [[-1.6014, 0.8430, 0.5779], [-0.5127, 1.5106, 1.3194], [-0.1131, -0.6273, 0.5336], [0.9434, 0.2817, -2.1372], [0.5627, -1.9573, 0.4847], [-1.3270, -0.3549, 0.1313], [0.5449, 0.4368, 1.0638], [1.8602, 1.2095, -2.0200], [-0.2179, 0.9122, -2.0983], [1.8314, -1.8123, 0.0640], [0.5843, -2.4832, 1.7509], [-0.0108, -2.8875, -0.2387], [-2.5115, 1.4029, 0.2052], [-0.2038, 2.4558, 0.9534], [-0.8794, 1.3605, 2.3757], [1.0506, -0.2904, -2.9658]],
  "nbo_charge": [0.025, -0.146, 0.358, 0.569, 0.935, -0.426, -0.471, -0.326, -0.338, -0.313, -0.331, -0.290, 0.203, 0.228, 0.219, 0.104],
  "multiplicity": 1,
  "e_lumo_ev": [0.018, -0.296],
  "homo_ha": [-0.283, -0.341]
}

***

Entry 4:
{
  "formula": "C5H4GdNO5",
  "method": "ωB97M-V/def2-TZVPD",
  "species": ["O", "C", "Gd", "O", "C", "C", "O", "C", "O", "C", "O", "H", "N", "H", "H", "H"],
  "xyz": [[2.1591, 3.0035, -0.0399], [1.4353, 2.1162, 0.0385], [0.1068, 0.2325, 0.1843], [-2.9651, 2.5985, -0.1324], [-2.0949, 1.8593, 0.0118], [-1.2841, -1.3643, -0.8571], [-1.9027, -2.1942, -1.3902], [1.2691, -1.6148, -1.0112], [1.4471, -2.4451, -1.8362], [0.0224, 0.3787, -2.2515], [0.0927, 0.3883, -3.4012], [2.2183, -1.0087, -0.5427], [-0.1376, -0.4069, 2.5386], [-1.0862, -0.4936, 2.9163], [0.3780, 0.2679, 3.1116], [0.3416, -1.3173, 2.6612]],
  "mulliken_spin": [0.003, -0.017, 6.670, 0.000, 0.005, -0.007, 0.018, 0.160, 0.076, 0.010, 0.008, 0.045, 0.026, 0.002, 0.002, 0.001],
  "multiplicity": 8,
  "e_lumo_ev": [-9.896, -10.564],
  "total_charge": 2,
  "homo_ha": [-0.616, -0.601]
}

***

Entry 5:
{
  "formula": "C5H4HgMgO6",
  "method": "ωB97M-V/def2-TZVPD",
  "species": ["O", "C", "O", "O", "Mg", "O", "C", "O", "O", "C", "C", "C", "Hg", "H", "H", "H", "H"],
  "xyz": [[4.3592, 5.0362, -2.2273], [3.5054, 4.2776, -2.2389], [2.6401, 3.4919, -2.2833], [0.6387, 0.4307, -1.2983], [1.3008, 2.0060, -2.1888], [-3.2974, 1.1005, 1.7078], [-3.0531, 0.5871, 0.5946], [-3.6100, 0.9264, -0.4761], [-2.2879, -0.5278, 0.6057], [-1.8349, -1.0991, -0.6223], [-0.0548, -1.5614, -0.2105], [-0.1164, -0.1568, -0.5426], [-5.2207, 2.4945, 0.9028], [-2.8702, -1.2560, -0.9874], [-1.7613, -1.6764, -1.5678], [0.2671, -2.2322, -1.0155], [0.3737, -1.7185, 0.7847]],
  "mulliken_spin": [0.000, 0.001, 0.003, 0.078, 0.000, 0.054, 0.051, -0.008, 0.015, -0.043, 0.274, 0.463, 0.894, 0.113, 0.070, 0.025, 0.010],
  "multiplicity": 3,
  "e_lumo_ev": [-9.740, -9.748],
  "total_charge": 2,
  "homo_ha": [-0.534, -0.556]
}

***

Entry 6:
{
  "formula": "C5H4HgO7",
  "method": "ωB97M-V/def2-TZVPD",
  "species": ["O", "C", "O", "O", "O", "C", "Hg", "O", "C", "C", "O", "C", "H", "H", "H", "H", "O"],
  "xyz": [[1.5952, 0.6735, 0.0722], [2.0024, -0.2557, -0.7138], [2.7993, -0.0399, -1.6238], [1.9459, -1.3417, 1.7984], [3.7601, -2.1481, 0.7258], [2.6964, -1.5584, 0.7867], [0.6492, 0.0669, 1.6541], [-1.1443, 0.3900, 1.7274], [-2.1305, 0.8431, 0.8832], [-1.6808, 0.9826, -0.5634], [-1.3894, -0.3094, -1.1381], [-0.2266, -0.6326, -1.6446], [-3.0140, 0.1725, 0.8997], [-2.5084, 1.8464, 1.1718], [-0.7841, 1.6108, -0.6602], [-2.4831, 1.3948, -1.1873], [-0.0871, -1.6949, -2.1879]],
  "mulliken_spin": [0.042, -0.092, 0.003, 0.023, 0.031, 0.096, -0.001, -0.002, 0.016, -0.001, 0.121, 0.576, -0.003, -0.001, -0.013, -0.005, 0.212],
  "multiplicity": 2,
  "e_lumo_ev": [3.107, 2.399],
  "total_charge": -1,
  "homo_ha": [-0.147, -0.147]
}